This record from the OMol25 dataset describes a molecular structure, C30H55N4O2P2Tc. The level of theory is ωB97M-V with the def2-TZVPD basis set.

## Properties
Kohn-Sham gap (alpha / beta) (eV): 7.09 / 4.73
DFT total energy (Ha): -2308.02328
2S+1: 4
Total charge: +3
HOMO energy (alpha / beta) (eV): -16.960 / -17.047

Structure (XYZ):
```
94
Properties=species:S:1:pos:R:3:forces:R:3
C 2.83066 -0.55838 1.07655 -0.992 -0.411 -0.463
C 2.03360 1.66308 0.79611 0.318 -0.963 0.649
C 4.09738 -0.11873 1.42526 0.206 0.259 0.216
C 3.28265 2.13118 1.26046 -0.345 0.573 -0.251
C 4.29779 1.24908 1.59930 0.208 -0.248 0.204
H 4.87463 -0.86565 1.58367 -0.059 0.359 0.000
H 3.40638 3.20666 1.35262 0.217 -0.150 -0.086
H 5.24974 1.60647 1.99682 -0.298 0.022 -0.249
N 1.81350 0.30531 0.90037 -0.324 0.032 -1.139
P 0.71475 -2.39553 1.02387 1.361 -1.580 -0.053
P -0.70181 2.35624 -0.12083 -0.102 1.687 -1.245
C 2.53291 -2.01903 0.78190 0.057 0.214 -0.090
H 2.80616 -2.24413 -0.26271 -0.062 0.296 0.315
H 3.15508 -2.67129 1.40726 -0.203 0.181 -0.170
C 1.04713 2.50231 0.19571 0.407 1.123 3.360
H 1.28166 3.57170 0.33603 0.064 -0.404 -0.216
C -0.54385 3.62430 -1.65357 -0.351 -0.741 -0.086
C -2.21408 3.13862 0.87036 -1.167 -0.008 1.182
C 0.11649 -3.58877 -0.32331 0.012 -0.189 -0.002
C 0.85063 -3.17906 2.73655 -0.555 0.204 0.606
C -1.44523 2.98870 -2.71174 -0.261 -0.010 -0.467
H -2.51351 3.11590 -2.51246 0.316 -0.043 -0.051
H -1.23862 3.45056 -3.68920 -0.088 -0.106 0.209
H -1.24390 1.91460 -2.79645 -0.164 0.222 -0.072
C -0.86540 5.10897 -1.41884 -0.030 0.358 0.192
H -1.90263 5.34807 -1.16601 0.354 -0.153 -0.090
H -0.20639 5.55639 -0.66269 -0.141 -0.107 -0.206
H -0.64817 5.64280 -2.35880 -0.036 -0.276 0.158
C 0.89960 3.62494 -2.14283 0.006 -0.266 -0.091
H 0.93550 3.92826 -3.19729 0.015 -0.155 0.352
H 1.54334 4.29049 -1.56162 0.109 -0.274 -0.137
H 1.33299 2.52778 -2.04748 -0.072 1.882 -0.271
C -3.37834 3.37504 -0.10509 0.292 -0.147 -0.659
H -3.67935 2.41570 -0.55186 -0.074 0.272 0.131
H -4.23908 3.76535 0.45977 0.390 -0.140 -0.002
H -3.17160 4.08025 -0.91159 -0.148 -0.194 0.332
C -2.77748 2.18968 1.92519 0.063 -0.499 0.068
H -3.02707 1.21239 1.48788 0.029 0.273 0.174
H -2.10011 2.05249 2.76900 -0.139 0.180 -0.071
H -3.71278 2.62789 2.31430 0.416 -0.067 -0.156
C -1.67398 4.37072 1.58963 0.773 0.356 -0.242
H -1.37658 5.18169 0.92209 -0.154 -0.180 0.256
H -2.45366 4.75944 2.26088 0.092 -0.234 -0.146
H -0.80180 4.09567 2.19980 -0.264 0.163 0.068
C -0.57214 -3.45055 3.23977 -0.145 -0.098 0.192
H -0.50228 -3.94112 4.22189 -0.101 0.125 -0.251
H -1.13885 -2.51933 3.36699 0.071 -0.200 -0.005
H -1.14220 -4.11178 2.57612 0.126 0.116 0.150
C 1.53161 -2.19065 3.70627 -0.058 0.174 -0.129
H 2.55751 -1.94757 3.40227 -0.189 -0.065 0.173
H 0.96003 -1.26361 3.82126 0.231 -0.197 0.064
H 1.58589 -2.67805 4.69296 -0.039 0.219 -0.340
C 1.69013 -4.47179 2.75299 -0.041 -0.272 -0.192
H 1.98771 -4.66784 3.79395 -0.120 0.145 -0.281
H 1.12877 -5.34782 2.41645 0.162 0.273 0.068
H 2.61454 -4.40066 2.16870 -0.157 -0.106 0.121
C 1.00601 -3.38918 -1.55567 -0.021 0.076 -0.077
H 2.00667 -3.82368 -1.42798 -0.237 0.126 -0.059
H 0.53452 -3.87795 -2.42280 0.154 0.100 0.292
H 1.09623 -2.31965 -1.78791 0.002 -0.318 0.036
C -1.32199 -3.17759 -0.68753 0.012 0.033 0.185
H -1.41394 -2.09604 -0.89991 -0.083 -0.228 -0.065
H -1.61394 -3.71858 -1.59859 0.003 0.148 0.247
H -2.03081 -3.42967 0.11037 0.089 0.125 -0.155
C 0.12422 -5.06619 0.07970 -0.013 -0.224 -0.092
H 1.13462 -5.43576 0.29266 -0.293 0.093 -0.070
H -0.53559 -5.27430 0.93186 0.233 0.032 -0.247
H -0.25937 -5.64843 -0.77317 0.097 0.178 0.211
Tc -0.12580 -0.32488 0.40959 -0.010 0.996 0.901
C -0.55966 0.06521 2.20779 -1.862 0.085 6.349
O -0.79360 0.25450 3.35228 1.184 -0.476 -4.786
N 0.55070 0.29425 -1.32509 1.568 3.484 -2.674
C 1.11154 1.08343 -2.06159 -1.555 -6.574 -0.390
C 1.46797 0.60365 -3.52767 0.531 1.231 -1.231
C 2.16203 1.69542 -4.32311 0.218 0.331 -0.157
C 2.40643 -0.58767 -3.42457 0.386 -0.584 0.384
C 0.15094 0.25321 -4.21805 -0.654 -0.100 0.125
H 1.48853 2.52815 -4.54307 0.187 -0.135 -0.018
H 3.04822 2.06818 -3.79778 -0.059 0.016 -0.139
H 2.49402 1.28959 -5.28716 -0.112 0.075 0.254
H 1.86275 -1.51406 -3.21639 0.160 0.310 0.018
H 2.94181 -0.75420 -4.37258 -0.277 0.279 0.278
H 3.16179 -0.41567 -2.64528 -0.076 -0.175 -0.202
H 0.31861 -0.31782 -5.14073 0.222 0.228 0.215
H -0.49514 -0.35233 -3.56736 0.161 0.043 -0.208
H -0.39542 1.16677 -4.48354 0.125 -0.336 -0.073
N -3.81025 -1.45979 2.88593 0.091 0.344 -0.516
C -3.82611 -1.50356 1.51646 -0.096 -0.631 0.079
N -4.60646 -2.50360 0.99392 0.389 0.850 -0.169
O -3.11845 -0.77213 0.79472 0.175 -0.348 0.287
H -4.56114 -1.90694 3.39479 0.234 0.149 0.068
H -3.36359 -0.66082 3.31578 -0.219 -0.204 -0.027
H -4.78563 -2.42183 -0.00017 -0.068 -0.144 0.274
H -5.33860 -2.89741 1.56523 -0.006 -0.082 -0.183
```
Positions in Å, forces in eV/Å.

***

This record from the OMol25 dataset describes a single C3H8OSi molecule. The level of theory is ωB97M-V with the def2-TZVPD basis set.

## Properties
Kohn-Sham gap (eV): 10.52
Energy relative to the best compared isomer or geometry (same formula, charge and spin) (kcal per mole): 51.07
SMILES: O=CCC[SiH3]
DFT total energy (Ha): -483.76124
HOMO energy (eV): -9.647

Structure (XYZ):
```
13
Properties=species:S:1:pos:R:3:forces:R:3
O 2.94119 0.36763 -0.32572 0.120 -0.548 0.236
C 2.53052 -0.60621 0.24758 -0.912 -0.365 1.091
C 1.09714 -0.85610 0.69977 -0.707 2.473 -1.711
C 0.18831 -0.28711 -0.61253 -0.081 -1.583 4.387
Si -1.60108 -0.13051 -0.00126 1.958 0.262 -0.882
H 3.09485 -1.50583 0.54406 1.175 0.236 -0.411
H 0.84498 -0.37577 1.67818 0.357 0.077 -0.897
H 0.98889 -1.90523 0.88724 -0.294 -0.709 -0.232
H 0.42835 -1.04924 -1.28252 -0.072 -0.821 -1.750
H 0.58826 0.64211 -0.85806 0.864 1.402 -0.604
H -2.25368 -1.19622 -0.72725 -0.877 -0.576 0.339
H -2.06319 1.16218 -0.50430 -0.470 0.260 0.212
H -1.27737 -0.15741 1.43775 -1.061 -0.108 0.223
```
Positions in Å, forces in eV/Å.

***

This record from the OMol25 dataset describes a single C5H12N2O molecule. The level of theory is ωB97M-V with the def2-TZVPD basis set.

## Properties
Kohn-Sham gap (eV): 9.80
Energy relative to the best compared isomer or geometry (same formula, charge and spin) (kcal per mole): 58.70
SMILES: CC(=O)N[C@H](C)CN
DFT total energy (Ha): -382.40899
HOMO energy (eV): -8.938

Structure (XYZ):
```
20
Properties=species:S:1:pos:R:3:forces:R:3
C -0.73494 0.42409 -2.83569 -0.436 5.378 2.140
C -0.83422 0.84557 -1.24964 -0.335 -1.743 -0.821
O -1.68808 1.63641 -0.85972 1.852 -0.868 -0.128
N 0.14306 0.13119 -0.53726 -2.234 -0.128 -1.429
C 0.61385 0.15957 0.87219 -0.498 0.110 -1.673
C 2.12836 -0.11131 0.53086 -0.155 -0.064 3.734
C -0.20888 -0.91653 1.61990 -0.500 1.298 2.813
N -1.50604 -0.48995 2.20838 2.024 -3.199 -2.375
H -1.23459 1.39427 -3.18647 0.706 -1.298 -0.146
H 0.27544 0.47167 -3.21679 0.173 -0.574 0.047
H -1.36994 -0.30982 -3.18442 -0.985 -2.032 -0.336
H 0.25271 -0.82719 -0.96999 0.186 1.797 0.577
H 0.40154 1.20247 1.29651 0.459 -1.541 -0.549
H 2.65442 0.75222 0.91446 0.597 0.009 0.191
H 2.57487 -1.03417 0.96448 -0.450 0.595 -0.061
H 2.26812 -0.11184 -0.49310 0.240 -0.137 -1.904
H 0.28133 -1.26812 2.55335 0.471 -0.088 -0.930
H -0.45565 -1.73788 1.00042 0.325 -0.982 -0.816
H -1.37842 0.00724 2.99471 0.040 2.365 2.912
H -2.18295 -0.21789 1.57781 -1.480 1.102 -1.245
```
Positions in Å, forces in eV/Å.